Density functional theory data (ωB97M-V with the def2-TZVPD basis set) for one molecule with the formula C22H26N4O4S.

Element x y z (Å)
C  -2.293  -2.349  2.847
H  -1.941  -3.254  3.334
H  -3.048  -2.617  2.111
H  -1.459  -1.882  2.329
C  -2.902  -1.416  3.888
H  -3.741  -1.913  4.386
O  -3.481  -0.257  3.318
C  -2.687  0.771  2.914
C  -3.353  1.828  2.289
C  -2.660  2.927  1.829
C  -1.282  3.010  2.004
C  -0.622  1.977  2.654
C  -1.310  0.861  3.095
H  -0.756  0.070  3.571
H  0.443  2.056  2.803
N  -0.545  4.096  1.506
S  0.765  3.745  0.510
O  0.958  4.917  -0.291
O  1.856  3.266  1.300
C  0.126  2.403  -0.484
C  0.402  1.107  -0.113
C  -0.163  0.048  -0.816
C  -1.030  0.299  -1.880
C  -1.288  1.622  -2.233
C  -0.714  2.675  -1.545
H  -0.899  3.701  -1.823
H  -1.950  1.822  -3.062
C  -1.697  -0.802  -2.647
H  -1.733  -1.723  -2.073
H  -1.158  -0.987  -3.577
H  -2.712  -0.511  -2.910
C  0.260  -1.314  -0.361
O  0.246  -1.653  0.805
N  0.717  -2.110  -1.358
H  0.819  -1.702  -2.275
C  1.475  -3.308  -1.067
C  2.916  -3.003  -0.635
H  2.880  -2.289  0.189
H  3.372  -3.923  -0.266
C  3.797  -2.448  -1.761
N  3.323  -1.184  -2.258
C  2.637  -0.968  -3.407
N  2.252  0.274  -3.529
C  2.705  0.906  -2.415
C  3.366  0.020  -1.614
H  3.853  0.148  -0.670
H  2.528  1.951  -2.259
H  2.464  -1.737  -4.136
H  4.818  -2.321  -1.386
H  3.820  -3.152  -2.598
H  0.967  -3.816  -0.243
H  1.462  -3.951  -1.949
H  1.073  0.920  0.708
H  -1.107  4.829  1.100
H  -3.188  3.730  1.335
H  -4.422  1.757  2.165
H  -2.163  -1.145  4.651

Properties
2S+1: 1
HOMO-LUMO gap: 8.5 eV
Structure (SMILES): CCOc1ccc(NS(=O)(=O)c2ccc(C)c(C(=O)NCCCn3ccnc3)c2)cc1
Relative energy (zero: lowest compared OMol25 entry of this formula, charge and spin): 238.7 kJ/mol
Molecular weight: 442.541 g/mol


Density functional theory data (ωB97M-V with the def2-TZVPD basis set) for one molecule with the formula C22H26N4O5.

Element x y z (Å)
C  -5.309  -4.670  -1.302
C  -5.270  -3.766  -0.076
C  -4.726  -2.382  -0.418
C  -4.700  -1.477  0.812
N  -4.193  -0.151  0.484
C  -5.118  0.790  0.085
O  -6.303  0.567  0.021
N  -4.588  2.014  -0.224
C  -3.257  2.412  -0.197
O  -2.995  3.557  -0.512
C  -2.328  1.380  0.215
C  -0.946  1.643  0.262
N  -0.115  0.688  0.647
C  1.322  0.730  0.686
C  1.903  0.982  -0.709
O  1.424  0.567  -1.727
O  3.010  1.718  -0.625
C  3.720  1.952  -1.837
H  4.329  2.838  -1.672
H  3.020  2.109  -2.658
H  4.354  1.091  -2.060
H  1.684  1.517  1.360
C  1.841  -0.635  1.185
C  3.331  -0.644  1.279
C  4.090  -0.258  2.345
N  5.418  -0.351  2.037
C  5.546  -0.797  0.753
C  6.682  -1.041  -0.008
C  6.500  -1.489  -1.299
C  5.220  -1.698  -1.821
C  4.089  -1.461  -1.070
C  4.244  -0.997  0.237
H  3.107  -1.624  -1.487
H  5.121  -2.053  -2.836
H  7.360  -1.688  -1.920
H  7.670  -0.884  0.398
H  6.178  -0.133  2.659
H  3.774  0.074  3.316
H  1.504  -1.407  0.491
H  1.401  -0.827  2.165
H  -0.586  -0.214  0.831
C  -0.409  2.984  -0.094
H  -0.925  3.755  0.474
H  -0.622  3.190  -1.142
H  0.661  3.053  0.075
C  -2.829  0.067  0.558
O  -2.113  -0.870  0.925
H  -5.252  2.722  -0.517
H  -4.047  -1.899  1.578
H  -5.709  -1.349  1.207
H  -5.355  -1.919  -1.182
H  -3.713  -2.472  -0.814
H  -6.277  -3.664  0.333
H  -4.641  -4.220  0.692
H  -4.311  -4.795  -1.715
H  -5.699  -5.651  -1.041
H  -5.947  -4.241  -2.071

Properties
2S+1: 1
HOMO-LUMO gap: 8.8 eV
Structure (SMILES): CCCCN1C(=O)NC(=O)/C(=C(\C)N[C@@H](Cc2c[nH]c3ccccc23)C(=O)OC)C1=O
Relative energy (zero: lowest compared OMol25 entry of this formula, charge and spin): 4.7 kJ/mol
Molecular weight: 426.473 g/mol


Density functional theory data (ωB97M-V with the def2-TZVPD basis set) for one molecule with the formula C22H26N4O5S.

Element x y z (Å)
C  0.427  2.132  5.739
H  -0.430  2.582  6.238
O  0.064  2.020  4.384
C  0.958  1.473  3.518
C  2.221  1.022  3.865
C  3.060  0.481  2.890
C  2.639  0.379  1.573
C  1.365  0.825  1.235
C  0.532  1.376  2.194
H  -0.450  1.743  1.939
N  0.869  0.725  -0.069
C  1.447  0.207  -1.176
O  2.601  -0.156  -1.277
C  0.474  0.164  -2.358
N  -0.862  -0.143  -1.893
C  -1.965  0.534  -2.469
C  -3.070  0.771  -1.659
C  -4.179  1.414  -2.172
C  -4.211  1.845  -3.493
C  -3.102  1.603  -4.292
C  -1.991  0.947  -3.794
H  -1.151  0.745  -4.442
H  -3.108  1.919  -5.326
C  -5.426  2.529  -4.041
H  -5.827  3.239  -3.321
H  -5.195  3.055  -4.964
H  -6.203  1.794  -4.252
H  -5.035  1.588  -1.536
H  -3.055  0.432  -0.635
S  -1.105  -1.832  -1.788
O  -0.653  -2.443  -3.008
O  -2.461  -2.046  -1.389
C  -0.017  -2.272  -0.481
C  1.250  -2.824  -0.592
N  1.682  -2.975  0.674
N  0.788  -2.573  1.584
C  -0.257  -2.140  0.909
C  -1.480  -1.616  1.564
H  -1.698  -2.201  2.453
H  -2.312  -1.670  0.867
H  -1.326  -0.583  1.876
H  2.569  -3.348  0.978
C  2.060  -3.187  -1.774
H  2.772  -2.388  -1.983
H  1.405  -3.307  -2.633
H  2.611  -4.109  -1.597
H  0.830  -0.580  -3.080
H  0.485  1.149  -2.834
H  -0.112  0.957  -0.176
H  3.265  -0.033  0.803
O  4.279  0.078  3.337
C  5.186  -0.467  2.409
H  4.794  -1.383  1.957
H  5.432  0.248  1.618
H  6.085  -0.700  2.978
H  2.597  1.073  4.873
H  0.630  1.151  6.181
H  1.301  2.777  5.869

Properties
2S+1: 1
HOMO-LUMO gap: 9.0 eV
Structure (SMILES): COc1cc(NC(=O)CN(c2ccc(C)cc2)S(=O)(=O)c2c(C)n[nH]c2C)cc(OC)c1
Relative energy (zero: lowest compared OMol25 entry of this formula, charge and spin): 288.0 kJ/mol
Molecular weight: 458.540 g/mol


Density functional theory data (ωB97M-V with the def2-TZVPD basis set) for C22H26N5O3PbS3 as an isolated structure.

Element x y z (Å)
Pb  -1.382  -0.286  -0.453
C  3.673  -1.404  -1.431
N  3.085  -0.256  -2.118
C  3.880  0.514  -3.075
C  1.790  0.000  -1.892
O  1.118  -0.686  -1.122
C  1.179  1.158  -2.681
O  -0.105  1.531  -2.229
C  -0.197  2.783  -1.584
C  0.010  2.635  -0.079
O  0.150  1.493  0.386
N  -0.001  3.726  0.678
C  0.092  3.617  2.130
C  -0.186  5.079  0.164
H  4.665  -1.578  -1.837
H  3.061  -2.291  -1.579
H  3.752  -1.217  -0.360
H  4.828  0.008  -3.221
H  4.093  1.520  -2.710
H  3.390  0.583  -4.046
H  1.078  0.822  -3.717
H  1.851  2.018  -2.687
H  -1.203  3.168  -1.762
H  0.517  3.490  -2.012
H  0.219  2.578  2.410
H  -0.824  4.002  2.578
H  0.941  4.205  2.482
H  -0.393  5.086  -0.899
H  0.705  5.679  0.352
H  -1.032  5.541  0.673
N  -0.941  -1.393  1.461
C  -0.290  -2.055  2.346
C  1.022  -1.617  2.788
C  1.704  -2.318  3.740
C  1.115  -3.482  4.263
C  -0.144  -3.962  3.873
C  -0.851  -3.253  2.941
H  1.414  -0.715  2.335
H  2.677  -1.999  4.089
H  1.665  -4.039  5.014
H  -0.542  -4.863  4.316
H  -1.836  -3.553  2.608
S  -8.350  0.229  0.778
C  -6.767  0.497  0.431
S  -5.639  0.896  1.696
C  -4.362  1.058  0.548
N  -4.713  0.828  -0.665
N  -6.057  0.502  -0.742
C  -6.531  0.256  -2.082
C  -5.729  0.651  -3.152
C  -6.151  0.426  -4.451
C  -7.367  -0.194  -4.706
C  -8.151  -0.589  -3.637
C  -7.745  -0.372  -2.324
S  -2.729  1.465  1.024
H  -4.784  1.137  -2.966
H  -5.520  0.743  -5.271
H  -7.695  -0.365  -5.722
H  -9.101  -1.078  -3.811
H  -8.369  -0.693  -1.508

Properties
2S+1: 1
HOMO-LUMO gap: 4.1 eV
Molecular weight: 711.883 g/mol
Net charge: +1


Density functional theory data (ωB97M-V with the def2-TZVPD basis set) for C22H26N6O3 as an isolated structure.

Element x y z (Å)
C  -0.038  4.265  -4.379
H  -0.248  4.860  -5.166
O  0.508  2.933  -4.950
C  0.702  2.021  -4.167
C  0.268  2.035  -2.816
C  0.805  0.997  -2.089
C  1.428  -0.018  -2.659
C  1.521  -0.257  -4.186
C  1.251  0.900  -4.930
H  1.436  0.963  -5.851
H  2.158  -1.153  -4.706
C  1.656  -1.512  -2.147
O  1.334  -2.555  -2.381
N  2.185  -1.339  -0.707
N  2.059  -2.438  0.086
C  2.120  -2.123  1.503
O  2.032  -1.042  2.126
C  1.827  -3.454  2.273
N  0.419  -3.990  2.539
C  -0.057  -3.129  3.699
C  -0.767  -1.765  3.335
H  -0.994  -1.273  4.247
H  0.258  -1.150  3.137
C  -1.530  -1.713  2.266
N  -2.276  -0.712  1.716
C  -1.562  0.576  1.590
C  -0.360  1.171  1.543
C  0.064  2.217  0.970
C  -0.987  3.362  0.690
C  -2.342  2.867  0.851
C  -2.587  1.434  1.146
N  -3.900  0.840  1.330
N  -3.488  -0.345  1.818
H  -3.284  3.571  0.554
C  -0.749  4.695  0.250
H  -1.358  4.927  -0.390
H  0.081  4.543  -0.402
H  -0.346  5.379  1.232
H  1.046  2.704  0.932
H  0.756  0.464  1.618
C  -1.003  -2.400  1.200
C  -0.268  -3.692  1.390
H  -1.345  -4.387  1.660
H  -0.081  -4.177  0.595
H  -1.819  -2.591  0.101
H  -0.343  -1.889  0.785
H  -2.629  -2.343  2.691
H  -1.093  -3.779  4.199
H  0.540  -3.267  4.420
H  2.281  -4.319  1.546
H  2.332  -3.570  3.163
H  1.993  -3.322  -0.392
H  2.105  -0.604  -0.151
H  0.598  0.931  -0.921
H  0.081  2.869  -2.158
H  -0.856  4.052  -3.924
H  0.466  4.731  -3.728

Properties
2S+1: 1
HOMO-LUMO gap: 8.7 eV
Relative energy (zero: lowest compared OMol25 entry of this formula, charge and spin): 2140.9 kJ/mol
Molecular weight: 422.489 g/mol


Density functional theory data (ωB97M-V with the def2-TZVPD basis set) for C22H26N6RuS as an isolated structure.

Element x y z (Å)
Ru  -0.030  0.556  -0.471
C  -0.002  3.197  0.876
N  -0.004  2.656  -0.531
C  1.230  3.091  -1.251
C  2.366  2.191  -0.891
C  3.690  2.577  -0.916
C  4.670  1.626  -0.667
C  4.289  0.318  -0.402
C  2.949  -0.004  -0.401
N  1.997  0.922  -0.640
C  -1.222  3.119  -1.260
C  -2.381  2.247  -0.903
C  -3.696  2.663  -0.921
C  -4.696  1.733  -0.673
C  -4.345  0.415  -0.416
C  -3.011  0.063  -0.421
N  -2.042  0.969  -0.659
C  -0.015  2.124  1.915
C  -0.004  2.408  3.270
C  -0.028  1.364  4.176
C  -0.068  0.056  3.701
C  -0.077  -0.161  2.344
N  -0.047  0.865  1.464
H  -0.872  3.841  1.015
H  0.874  3.831  1.020
H  1.457  4.135  -1.031
H  1.045  3.022  -2.325
H  3.951  3.601  -1.146
H  5.716  1.902  -0.687
H  5.023  -0.450  -0.201
H  2.608  -1.010  -0.212
H  -1.032  3.039  -2.332
H  -1.424  4.170  -1.047
H  -3.934  3.694  -1.147
H  -5.735  2.032  -0.689
H  -5.095  -0.337  -0.216
H  -2.692  -0.953  -0.241
H  0.022  3.437  3.603
H  -0.020  1.563  5.240
H  -0.093  -0.786  4.378
H  -0.114  -1.150  1.921
C  0.081  -4.144  1.183
N  0.095  -4.342  -0.254
C  0.047  -5.700  -0.842
C  0.070  -5.432  -2.360
N  0.024  -3.960  -2.411
C  0.037  -3.431  -1.201
S  -0.023  -1.714  -0.997
H  0.725  -4.889  1.645
H  -0.929  -4.256  1.581
H  0.467  -3.155  1.415
H  -0.861  -6.205  -0.515
H  0.904  -6.278  -0.501
H  -0.787  -5.858  -2.875
H  0.979  -5.795  -2.835
H  -0.036  -3.418  -3.257

Properties
2S+1: 2
HOMO-LUMO gap (alpha / beta): 7.9 / 6.6 eV
Relative energy (zero: lowest compared OMol25 entry of this formula, charge and spin): 44.9 kJ/mol
Molecular weight: 507.629 g/mol
Net charge: +3


Density functional theory data (ωB97M-V with the def2-TZVPD basis set) for a 4-piece molecular cluster, C22H27BF10N5O11P overall.

Element x y z (Å)
C  8.008  2.249  -1.186
N  7.961  3.756  -1.060
C  6.768  4.371  -1.758
C  5.415  3.569  -1.245
C  4.728  3.835  0.245
C  3.408  2.939  0.625
B  2.709  3.168  2.132
O  1.280  3.612  2.295
O  3.516  2.893  3.370
C  2.727  1.784  -0.375
N  1.534  1.058  0.181
C  1.113  0.043  -0.845
F  -0.054  -0.836  -0.457
C  1.780  -0.248  -2.300
P  1.140  -1.646  -3.489
N  2.280  -3.014  -3.157
O  -0.507  -2.080  -3.136
N  2.965  0.535  -2.792
C  3.449  1.568  -1.816
C  4.787  2.452  -2.269
O  5.437  2.216  -3.594
N  4.668  2.710  -4.591
O  4.124  3.764  -4.249
H  7.327  1.703  -0.374
H  7.649  1.832  -2.228
H  9.104  1.805  -1.030
H  7.923  3.938  -0.014
H  6.852  4.339  -2.932
H  6.663  5.476  -1.334
H  5.196  4.615  0.993
H  0.933  3.623  1.355
H  3.010  3.267  4.152
H  1.899  -3.918  -3.515
H  3.216  -2.781  -3.569
H  -0.982  -1.230  -2.853
C  -1.971  -4.576  -3.245
C  -2.764  -5.189  -4.383
O  -2.792  -6.620  -4.264
C  -3.719  -7.136  -3.394
O  -4.493  -6.449  -2.733
C  -3.674  -8.663  -3.404
F  -2.403  -9.154  -3.356
F  -4.238  -9.185  -4.532
F  -4.337  -9.224  -2.354
H  -0.969  -5.013  -3.194
H  -1.879  -3.494  -3.376
H  -2.451  -4.768  -2.280
H  -2.275  -4.960  -5.335
H  -3.780  -4.781  -4.436
C  -6.090  -4.369  0.627
C  -5.466  -3.070  1.098
O  -5.191  -2.209  -0.018
C  -6.251  -1.480  -0.494
O  -7.385  -1.537  -0.026
C  -5.808  -0.574  -1.641
F  -5.011  -1.215  -2.543
F  -5.090  0.500  -1.199
F  -6.852  -0.064  -2.354
H  -5.458  -4.849  -0.129
H  -6.226  -5.060  1.464
H  -7.065  -4.194  0.160
H  -4.506  -3.279  1.582
H  -6.096  -2.562  1.838
C  -0.568  4.420  4.576
C  -1.246  5.351  5.562
O  -1.689  4.624  6.719
C  -0.738  4.372  7.674
O  0.435  4.723  7.581
C  -1.355  3.641  8.866
F  -2.177  2.621  8.492
F  -2.111  4.472  9.641
F  -0.423  3.092  9.696
H  -1.227  3.583  4.320
H  -0.301  4.954  3.659
H  0.343  3.988  5.002
H  -2.138  5.787  5.100
H  -0.593  6.184  5.849

Properties
2S+1: 1
HOMO-LUMO gap: 6.4 eV
Structure (SMILES): CNCc1cc(B(O)O)c2nc(F)c(P(N)O)nc2c1ON=O.CCOC(=O)C(F)(F)F.CCOC(=O)C(F)(F)F.CCOC(=O)C(F)(F)F
Molecular weight: 769.248 g/mol


Density functional theory data (ωB97M-V with the def2-TZVPD basis set) for C22H27F4IN4O3V as an isolated structure.

Element x y z (Å)
V  -0.783  0.000  -1.029
C  -2.865  1.337  -2.446
N  -2.726  0.108  -1.639
C  -3.703  0.046  -0.531
C  -2.919  -1.170  -2.495
C  -1.630  -1.886  -3.012
N  -0.521  -1.607  -2.083
C  0.385  -2.580  -1.628
C  0.039  -3.905  -1.259
F  -1.273  -4.198  -1.130
C  0.970  -4.819  -0.862
F  0.416  -5.883  -0.268
C  2.351  -4.532  -0.752
C  2.688  -3.210  -1.013
F  3.942  -2.781  -0.757
C  1.773  -2.289  -1.548
F  2.239  -1.072  -1.971
H  -3.692  1.173  -3.164
H  -1.939  1.589  -2.992
H  -3.179  2.169  -1.742
H  -4.694  0.132  -1.006
H  -3.535  0.916  0.099
H  -3.632  -0.877  0.017
H  -3.687  -0.981  -3.274
H  -3.464  -1.828  -1.811
H  -1.306  -1.587  -4.004
H  -1.853  -2.968  -2.946
H  3.056  -5.267  -0.411
C  -1.099  3.490  0.850
N  0.194  3.638  0.169
C  1.001  4.849  0.412
C  0.746  2.566  -0.494
O  -0.011  1.795  -1.239
N  2.086  2.457  -0.606
C  2.941  2.513  0.581
C  2.715  1.852  -1.815
H  -1.595  4.455  0.916
H  -1.006  3.049  1.840
H  -1.648  2.759  0.270
H  0.645  5.630  -0.306
H  2.102  4.632  0.227
H  0.776  5.224  1.458
H  2.213  2.402  1.398
H  3.461  3.448  0.730
H  3.666  1.660  0.579
H  2.678  2.535  -2.671
H  2.330  0.843  -2.012
H  3.796  1.803  -1.591
I  3.264  -1.182  5.878
C  1.716  -1.221  4.491
C  1.897  -1.467  3.087
C  0.787  -1.487  2.248
C  -0.525  -1.148  2.739
C  -0.663  -0.915  4.122
C  0.406  -0.904  5.025
C  -1.704  -0.898  1.888
O  -2.868  -0.929  2.240
O  -1.178  -0.566  0.712
H  2.901  -1.638  2.719
H  0.792  -1.859  1.202
H  -1.650  -0.847  4.539
H  0.371  -0.569  6.067

Properties
2S+1: 4
HOMO-LUMO gap (alpha / beta): 5.5 / 7.8 eV
Molecular weight: 649.323 g/mol